1.
Here is the molecule C3H5NOS2 from the Open Molecules 2025 dataset. Energies are from ωB97M-V/def2-TZVPD.

```
12
Properties=species:S:1:pos:R:3
C 0.68589 -0.64566 -2.17519
C 0.55671 0.42848 0.06270
C -0.54316 -0.52918 0.39057
H -0.10291 -0.19065 -2.83345
H 0.35362 -1.56319 -1.70263
H 1.54140 -0.87950 -2.86698
H 1.89512 0.86792 -1.29625
H -0.84187 -2.25715 1.15185
N 1.22001 0.18347 -1.09800
O -0.06731 -1.62352 0.97154
S 1.16004 1.47208 1.18355
S -2.10027 -0.20930 -0.07151
```

The energy above the lowest of the compared OMol25 structures with the same formula, charge and spin is 0.8298 eV. As for the max |F|: 2.3 eV/Å. As for the HOMO-LUMO gap: 8.54 eV. Its total energy is -28399.401 eV. Its SMILES is CNC(=S)C(O)=S.

=====

2.
Here is a 2-piece molecular cluster, C5H11O2 overall from the Open Molecules 2025 dataset. Energies are from ωB97M-V/def2-TZVPD.

```
18
Properties=species:S:1:pos:R:3
C -0.30104 -1.75450 0.17135
C 1.15638 -1.41208 0.36676
C -0.67760 -2.55893 -1.21993
O 0.35119 -3.02255 -1.75556
O -1.86452 -2.49342 -1.54972
H -0.73101 -2.36379 0.96631
H -0.93438 -0.89436 -0.05312
H 1.81498 -2.10119 -0.16994
H 1.35687 -1.54226 1.43235
H 1.43670 -0.42932 0.02414
C -0.91146 2.61649 0.04151
C 0.46195 2.00060 0.32674
H -1.05780 3.50203 0.64421
H -1.04494 2.85733 -1.00809
H -1.62354 1.90907 0.46653
H 1.30654 2.66658 0.09336
H 0.69128 1.08645 -0.18915
H 0.57039 1.93386 1.41223
```

As for the net charge: -1. The energy above the lowest of the compared OMol25 structures with the same formula, charge and spin is 0.7508 eV. As for the max |F|: 2.8 eV/Å. As for the HOMO-LUMO gap: 7.11 eV. Its total energy is -9459.278 eV.

=====

3.
Here is a 2-piece molecular cluster, C2H5N3OS2 overall from the Open Molecules 2025 dataset. Energies are from ωB97M-V/def2-TZVPD.

```
13
Properties=species:S:1:pos:R:3
C -0.20690 0.32938 0.46833
C -0.52672 0.27687 -2.13288
H 2.74990 -0.53354 0.45992
H 1.82043 0.24892 -1.13645
H -1.91896 1.03862 1.80474
H -0.63663 -1.65968 2.19179
H -0.15785 -0.72045 -1.67773
N 1.82630 -0.58411 -0.27812
N 0.85161 -0.31126 0.81412
N -1.34248 0.23712 1.37574
O -1.29605 -0.58699 2.61533
S -0.49484 1.41849 -0.85933
S -0.66780 0.84663 -3.64546
```

The energy above the lowest of the compared OMol25 structures with the same formula, charge and spin is 6.9590 eV. As for the max |F|: 6.5 eV/Å. As for the HOMO-LUMO gap: 8.00 eV. Its total energy is -30336.309 eV.

=====

> What is the max |F| in the first record?

2.3 eV/Å